14
Properties=species:S:1:pos:R:3:mulliken_charge:R:1 method="wB97M-V/def2-TZVPD" lumo_ev=-4.48 homo_lumo_gap_ev=11.1 total_charge=+1 smiles="CC/[NH+]=C/N"
C -1.64414 -1.15156 -0.82684 -1.16
C -0.17508 -0.81718 -0.74590 -0.41
N 0.02032 0.39931 0.12644 -0.18
C 1.17205 0.62404 0.67848 0.20
N 1.49500 1.70338 1.38933 -0.34
H -2.26580 -0.38093 -1.26970 0.39
H -1.95204 -1.40688 0.18433 0.35
H -1.71549 -2.07932 -1.39488 0.34
H 0.30948 -0.53330 -1.68482 0.37
H 0.46624 -1.60603 -0.35104 0.36
H -0.59093 1.14273 -0.20024 0.31
H 1.82930 -0.24512 0.70494 0.28
H 1.25155 2.61601 1.03900 0.25
H 1.79955 1.73484 2.35090 0.25